The following is a DFT calculation (ωB97M-V with the def2-TZVPD basis set) of a structure of composition C7H15N3O2.

Each line ends with the natural charge from an NBO analysis.
Atoms and positions in Å:
C  1.5723  0.9656  -1.6515  -0.6664
C  1.0508  0.5778  -0.1966  -0.0710
C  -0.0861  1.7460  0.1261  -0.4080
C  -1.3025  1.6101  -0.8911  -0.4345
C  -1.4964  -0.0175  -0.9965  -0.4101
C  -0.9463  -0.8896  0.1804  -0.0725
C  -1.9007  -0.7313  1.5425  -0.6489
H  0.9045  0.3864  -2.4427  0.2318
H  2.6764  0.6207  -1.8257  0.2243
H  1.8649  2.0922  -1.7012  0.2372
H  2.1036  0.5579  0.5313  0.2377
H  -0.8650  1.6474  1.2246  0.2017
H  0.3728  2.7769  0.3272  0.2341
H  -2.0072  2.1219  -0.2959  0.2020
H  -1.4046  1.9583  -1.8938  0.2141
H  -0.8414  -0.4153  -1.8743  0.2250
H  -2.6266  -0.0922  -1.0602  0.2244
H  -1.4339  -1.7631  -0.2725  0.2209
H  -3.0390  -0.6403  1.3546  0.2361
H  -1.5633  -1.3505  2.4326  0.2364
H  -1.7041  0.3502  1.9133  0.1983
H  2.2880  -1.8606  2.0875  0.4717
N  0.5215  -0.8379  -0.1112  -0.2939
N  1.2876  -1.7410  0.6506  0.1928
N  2.0656  -2.5692  0.1005  0.2146
O  1.5951  -1.3479  1.9560  -0.5390
O  2.9138  -3.1548  0.7859  -0.4589

ΔE to the lowest compared entry with this formula, charge and spin = 875.08 kJ/mol
2S+1 = 1
HOMO level = -0.3546 Ha
E = -16058.0326 eV
LUMO = 0.7 eV
orbital gap = 10.34 eV